Density functional theory data (the ωB97M-V functional and the def2-TZVPD basis) for 10 unconnected molecules or ions with the total composition C22H65NO19 at a distorted geometry.

The geometry in XYZ format:
```
107
Properties=species:S:1:pos:R:3
C -4.35 3.40 3.32
O -3.58 2.25 2.95
C -3.99 0.93 3.26
C -3.09 -0.11 2.63
C -3.59 -1.54 2.54
N -1.85 -0.28 3.32
H -3.99 4.30 2.82
H -4.40 3.53 4.40
H -5.35 3.20 2.96
H -3.96 0.84 4.35
H -5.06 0.82 3.04
H -2.81 0.24 1.64
H -2.88 -2.37 2.50
H -4.22 -1.78 1.68
H -4.17 -1.73 3.44
H -2.19 -0.31 4.27
H -1.47 0.66 3.30
O 1.84 1.91 6.25
C 1.34 1.70 4.92
C 0.85 2.96 4.27
O 0.26 2.64 3.08
H 1.01 1.88 6.73
H 2.13 1.22 4.34
H 0.49 1.02 4.97
H 1.58 3.76 4.21
H -0.02 3.30 4.84
H 0.40 3.50 2.67
O 2.27 4.45 -2.82
C 3.45 4.36 -3.48
C 4.48 3.40 -2.92
O 4.05 2.01 -2.97
H 2.46 4.85 -1.97
H 3.09 4.05 -4.46
H 3.90 5.35 -3.47
H 4.53 3.78 -1.90
H 5.41 3.64 -3.44
H 3.29 1.89 -2.38
O -1.00 -4.48 1.62
C -0.34 -3.83 0.61
C -0.99 -4.23 -0.64
O -0.71 -5.61 -0.85
H -0.63 -4.23 2.47
H -0.66 -2.87 1.01
H 0.74 -3.97 0.62
H -0.57 -3.58 -1.41
H -2.07 -4.20 -0.51
H -0.70 -6.00 0.03
O -2.01 -1.08 -3.87
C -2.53 -2.41 -3.90
C -2.30 -3.09 -5.21
O -2.61 -2.24 -6.29
H -1.93 -0.85 -4.80
H -2.23 -3.00 -3.04
H -3.60 -2.35 -3.69
H -2.71 -4.10 -5.18
H -1.24 -3.37 -5.24
H -1.96 -2.33 -6.99
O -0.16 -3.82 6.29
C 0.83 -3.91 5.34
C 0.54 -2.91 4.28
O -0.69 -3.08 3.66
H -1.02 -4.08 5.96
H 1.85 -3.86 5.73
H 0.78 -4.89 4.85
H 1.32 -2.77 3.53
H 0.58 -1.96 4.81
H -0.96 -2.26 3.23
O 1.97 1.88 -6.92
C 1.36 1.47 -5.74
C 1.41 0.01 -5.29
O 0.92 -0.93 -6.17
H 2.92 1.83 -6.88
H 1.92 2.07 -5.02
H 0.36 1.77 -6.05
H 0.85 -0.11 -4.37
H 2.40 -0.28 -4.94
H 0.23 -0.43 -6.60
O 3.26 -1.32 4.55
C 4.01 -1.98 3.55
C 4.73 -0.97 2.65
O 3.79 -0.13 2.11
H 2.79 -0.68 4.00
H 4.68 -2.80 3.82
H 3.39 -2.63 2.94
H 5.34 -1.45 1.89
H 5.44 -0.39 3.25
H 3.01 -0.63 1.86
O -0.37 -0.90 -1.56
C -0.02 0.23 -0.84
C 0.53 -0.26 0.56
O 1.72 -1.11 0.52
H -0.94 -0.61 -2.27
H 0.84 0.75 -1.27
H -0.94 0.81 -0.82
H -0.24 -0.79 1.12
H 0.71 0.61 1.20
H 2.14 -1.00 -0.33
O -1.97 1.90 -3.44
C -1.58 2.96 -4.32
C -1.98 4.41 -4.06
O -1.36 4.93 -2.91
H -2.68 1.41 -3.86
H -0.50 3.11 -4.44
H -1.97 2.75 -5.32
H -3.04 4.65 -4.03
H -1.58 4.83 -4.98
H -0.43 4.68 -2.86
```

Its relative energy (zero: lowest compared OMol25 entry of this formula, charge and spin) is 114.0 kcal per mole. As for the multiplicity: 1. The maximum force is 0.087 Eh/bohr. As for the HOMO energy: -9.15 eV. The frontier orbital gap is 9.20 eV.

Löwdin atomic charge list, values in e, 6 entries: C -0.079; O -0.203; C -0.196; C -0.429; C -0.040; N 0.049

***

Density functional theory data (the ωB97M-V functional and the def2-TZVPD basis) for a molecular structure, C26H33FIMoN4O4SSi.

The geometry in XYZ format:
```
72
Properties=species:S:1:pos:R:3
Mo 0.10 0.02 -0.17
N 0.39 -2.18 -0.87
C 1.80 -2.29 -1.31
C 2.65 -1.54 -0.28
O 3.75 -1.93 0.02
N 1.98 -0.50 0.32
C 2.27 -0.34 1.75
C 0.97 -0.58 2.52
O 0.92 -0.86 3.69
O -0.12 -0.48 1.76
H 0.24 -2.78 -0.05
H -0.24 -2.52 -1.58
H 1.90 -1.83 -2.29
H 2.16 -3.31 -1.37
H 2.63 0.66 2.00
H 3.03 -1.05 2.07
C 0.92 4.18 -1.81
Si -0.49 3.28 -0.96
C -1.36 4.50 0.15
C -1.74 2.60 -2.19
N 0.13 1.95 0.07
C 0.66 2.47 1.30
C 1.95 2.99 1.35
C 2.47 3.49 2.53
C 1.70 3.48 3.69
C 0.40 2.99 3.65
C -0.10 2.51 2.46
F -1.37 2.08 2.42
H 0.53 4.85 -2.57
H 1.64 3.52 -2.29
H 1.46 4.79 -1.08
H -1.80 5.28 -0.47
H -0.68 4.97 0.86
H -2.17 4.02 0.71
H -1.35 2.62 -3.21
H -2.62 3.24 -2.16
H -2.07 1.59 -1.96
H 2.55 2.98 0.45
H 3.48 3.88 2.56
H 2.10 3.86 4.62
H -0.23 2.98 4.53
C -0.66 -6.60 1.48
C -1.29 -5.26 1.24
C -1.13 -4.23 2.17
C -1.68 -2.98 1.97
C -2.41 -2.74 0.81
C -2.61 -3.76 -0.12
C -2.05 -5.01 0.09
S -3.04 -1.17 0.29
C -3.19 -0.26 1.81
O -1.89 -0.50 -0.52
H -0.85 -6.94 2.49
H 0.42 -6.54 1.35
H -1.04 -7.35 0.78
H -0.56 -4.41 3.08
H -1.51 -2.20 2.70
H -3.21 -3.58 -1.00
H -2.21 -5.80 -0.62
H -2.23 -0.17 2.31
H -3.93 -0.78 2.41
H -3.56 0.73 1.53
I 3.85 1.89 -4.50
C 2.01 1.04 -4.05
C 1.14 0.62 -5.04
C -0.08 0.07 -4.67
C -0.38 -0.05 -3.33
N 0.46 0.34 -2.37
C 1.64 0.87 -2.72
H 1.39 0.74 -6.09
H -0.79 -0.26 -5.42
H -1.33 -0.46 -2.99
H 2.30 1.16 -1.91
```

Its relative energy (zero: lowest compared OMol25 entry of this formula, charge and spin) is 0.0 kcal per mole. As for the multiplicity: 3. The net charge is +1. The maximum force is 0.007 Eh/bohr. As for the HOMO energy (alpha / beta): -10.60 / -11.32 eV. The expectation value of S² is 2.0163. The frontier orbital gap (alpha / beta) is 7.42 / 8.04 eV.

Löwdin atomic charge list, values in e, 6 entries: Mo 1.711; N -0.036; C -0.125; C -0.516; O 0.097; N -0.132

***

Density functional theory data (the ωB97M-V functional and the def2-TZVPD basis) for a molecular structure, C10H18Br6O4S2 at a distorted geometry.

The geometry in XYZ format:
```
40
Properties=species:S:1:pos:R:3
C -0.08 -3.20 -5.86
Br 1.87 -2.76 -5.52
Br -0.89 -2.86 -4.07
Br -0.43 -5.07 -6.32
H -0.55 -2.55 -6.59
C -1.44 -2.03 -0.64
Br -1.24 -0.28 0.29
Br -3.33 -2.56 -0.93
Br -0.44 -3.54 0.25
H -1.14 -1.74 -1.65
C -3.19 1.05 3.52
C -1.72 1.16 3.34
C -1.18 1.77 4.66
S -2.38 3.21 4.98
O -1.80 4.40 4.31
O -2.61 3.07 6.40
C -3.77 2.45 4.01
H -3.38 0.27 4.25
H -3.68 0.74 2.59
H -1.38 1.85 2.56
H -1.24 0.21 3.11
H -0.17 2.18 4.66
H -1.19 1.16 5.56
H -3.80 3.07 3.11
H -4.78 2.27 4.39
C 1.67 0.08 -1.64
C 2.55 1.02 -2.48
C 4.06 0.68 -2.36
S 4.12 -1.14 -1.79
O 4.68 -1.21 -0.45
O 4.66 -1.93 -2.85
C 2.21 -1.34 -1.83
H 0.63 0.08 -1.94
H 1.72 0.36 -0.59
H 2.39 2.04 -2.14
H 2.08 1.01 -3.47
H 4.56 1.24 -1.56
H 4.56 0.71 -3.33
H 1.98 -2.14 -1.13
H 2.08 -1.73 -2.84
```

Its relative energy (zero: lowest compared OMol25 entry of this formula, charge and spin) is 0.0 kcal per mole. As for the multiplicity: 2. The net charge is +1. The maximum force is 0.052 Eh/bohr. As for the HOMO energy (alpha / beta): -11.69 / -11.69 eV. The expectation value of S² is 0.7582. The frontier orbital gap (alpha / beta) is 8.15 / 2.14 eV.

Löwdin atomic charge list, values in e, 6 entries: C -1.431; Br 0.520; Br 0.529; Br 0.609; H -0.007; C -1.490

***

Density functional theory data (the ωB97M-V functional and the def2-TZVPD basis) for a molecular structure, C3H7O4P at a distorted geometry.

The geometry in XYZ format:
```
15
Properties=species:S:1:pos:R:3
C -0.49 0.86 -0.28
C -0.24 0.50 1.08
C -1.83 0.77 -0.92
O 2.46 -1.47 0.94
O 0.18 -0.40 0.14
O 0.56 1.12 1.92
O 1.74 -2.32 -1.30
P 1.44 -2.35 0.34
H 0.17 1.58 -0.64
H -1.17 0.09 1.67
H -2.59 0.19 -0.45
H -1.74 0.50 -1.93
H -2.24 1.77 -0.78
H 1.43 0.69 1.56
H 2.31 -1.53 -1.36
```

Its relative energy (zero: lowest compared OMol25 entry of this formula, charge and spin) is 26.5 kcal per mole. As for the multiplicity: 1. The maximum force is 0.127 Eh/bohr. As for the HOMO energy: -10.09 eV. The frontier orbital gap is 10.58 eV.

Löwdin atomic charge list, values in e, 6 entries: C -0.188; C -0.516; C -0.013; O -0.461; O -0.148; O 0.063

***

Density functional theory data (the ωB97M-V functional and the def2-TZVPD basis) for a gas-phase ion, C4H11N2S (charge +1) at a distorted geometry.

The geometry in XYZ format:
```
18
Properties=species:S:1:pos:R:3
C -1.52 -1.38 -1.03
S -0.70 -0.24 -0.20
C -0.68 -0.68 1.56
N -1.11 1.67 -0.07
C 1.10 -0.24 -0.71
C 1.82 0.95 -0.33
N 1.93 -0.31 0.33
H -2.52 -1.50 -0.65
H -1.54 -1.02 -2.03
H -0.34 0.07 2.21
H -1.66 -0.86 2.02
H -0.07 -1.55 1.67
H -0.57 1.87 -0.83
H -2.08 1.84 -0.05
H 1.15 -0.67 -1.79
H 2.60 1.23 -0.98
H 1.45 1.67 0.34
H 2.73 -0.85 0.53
```

Its relative energy (zero: lowest compared OMol25 entry of this formula, charge and spin) is 145.8 kcal per mole. As for the multiplicity: 1. The net charge is +1. The maximum force is 0.106 Eh/bohr. As for the HOMO energy: -13.31 eV. The frontier orbital gap is 9.34 eV.

Löwdin atomic charge list, values in e, 6 entries: C -0.244; S 1.050; C -0.150; N -0.029; C -0.408; C -0.100

***

Density functional theory data (the ωB97M-V functional and the def2-TZVPD basis) for 2 unconnected molecules or ions with the total composition C5H11O2 at a distorted geometry.

The geometry in XYZ format:
```
18
Properties=species:S:1:pos:R:3
C 2.50 -0.19 -1.12
C 1.84 0.84 -0.18
O 0.76 1.52 -0.66
O 2.36 0.98 0.93
H 2.84 0.17 -2.15
H 1.73 -0.83 -1.72
H 3.29 -0.84 -0.78
C -1.68 -1.08 0.56
C -2.99 -1.36 1.35
C -2.09 -0.18 -0.65
H -1.38 -2.01 0.08
H -0.97 -0.57 1.26
H -2.67 -2.31 1.97
H -3.34 -0.63 1.97
H -1.20 -0.08 -1.27
H -3.71 -1.58 0.61
H -2.29 0.92 -0.38
H -2.83 -0.41 -1.43
```

Its relative energy (zero: lowest compared OMol25 entry of this formula, charge and spin) is 39.0 kcal per mole. As for the multiplicity: 1. The net charge is -1. The maximum force is 0.100 Eh/bohr. As for the HOMO energy: -3.82 eV. The frontier orbital gap is 7.63 eV.

Löwdin atomic charge list, values in e, 6 entries: C -0.085; C -0.724; O -0.217; O -0.089; H 0.059; H 0.071